1.
Formula: C38H74N4O10
Source: the OMol25 dataset
Level of theory: the ωB97M-V functional and the def2-TZVPD basis

Geometry (Å):
C: 0.358 -3.709 -2.254
C: -0.244 -3.801 -0.864
C: -0.505 -5.311 -0.601
C: -0.903 -5.742 0.832
C: 0.295 -5.370 1.700
C: 0.841 -3.857 1.640
N: 0.812 -3.406 0.150
O: 1.416 -2.133 -0.063
C: 2.290 -3.916 2.215
C: -0.176 -2.995 2.390
C: -1.529 -2.868 -0.753
H: 0.448 -2.658 -2.529
H: -0.342 -4.047 -3.018
H: 1.352 -4.128 -2.408
H: 0.331 -5.865 -1.029
H: -1.266 -5.640 -1.308
H: -1.140 -6.805 0.880
H: -1.749 -5.225 1.284
H: 1.137 -6.004 1.421
H: 0.046 -5.763 2.685
H: 2.548 -2.999 2.745
H: 2.984 -4.025 1.382
H: 2.615 -4.796 2.771
H: -0.420 -3.470 3.340
H: -1.171 -2.956 1.945
H: 0.067 -1.947 2.564
H: -2.159 -3.309 0.019
H: -2.158 -3.155 -1.596
H: -1.369 -1.791 -0.708
C: 2.985 4.165 0.995
C: 4.473 3.885 0.764
C: 5.286 4.080 2.069
C: 5.143 2.864 3.006
C: 5.460 1.514 2.284
C: 4.635 1.249 0.942
N: 4.692 2.531 0.157
O: 4.257 2.435 -1.155
C: 3.196 0.877 1.366
C: 5.382 0.131 0.152
C: 4.984 5.007 -0.238
H: 2.579 4.417 0.016
H: 2.783 5.102 1.514
H: 2.288 3.486 1.485
H: 5.275 5.083 2.496
H: 6.341 4.059 1.796
H: 4.117 2.868 3.375
H: 5.826 2.912 3.855
H: 5.319 0.688 2.981
H: 6.539 1.556 2.135
H: 2.535 0.892 0.500
H: 2.797 1.552 2.123
H: 3.170 -0.146 1.742
H: 6.413 0.015 0.487
H: 5.331 0.267 -0.928
H: 5.016 -0.888 0.283
H: 5.004 5.959 0.293
H: 4.513 5.074 -1.219
H: 6.033 4.837 -0.481
C: -8.135 -2.212 3.042
C: -6.638 -1.704 2.988
C: -5.793 -2.852 2.353
C: -4.348 -2.601 2.043
C: -4.244 -1.402 1.059
C: -5.033 -0.119 1.501
N: -6.470 -0.521 2.034
O: -7.558 0.359 2.005
C: -5.186 0.821 0.281
C: -4.156 0.528 2.600
C: -6.071 -1.281 4.361
H: -8.402 -2.387 1.999
H: -8.904 -1.538 3.419
H: -8.173 -3.141 3.611
H: -6.232 -3.347 1.487
H: -5.769 -3.587 3.158
H: -4.009 -3.497 1.523
H: -3.763 -2.555 2.961
H: -4.717 -1.690 0.120
H: -3.210 -1.146 0.829
H: -4.161 1.035 -0.023
H: -5.798 1.695 0.501
H: -5.828 0.344 -0.460
H: -3.450 1.201 2.113
H: -3.577 -0.155 3.222
H: -4.621 1.155 3.360
H: -4.990 -1.234 4.488
H: -6.501 -2.020 5.037
H: -6.491 -0.358 4.763
C: -1.083 2.304 -3.253
C: -0.043 2.007 -4.335
C: 0.808 3.230 -4.541
C: 2.130 2.971 -5.185
C: 2.946 2.044 -4.325
C: 2.230 0.644 -4.120
N: 0.717 0.801 -3.977
O: 0.031 -0.371 -3.475
C: 2.728 0.033 -2.806
C: 2.448 -0.181 -5.401
C: -0.648 1.775 -5.710
H: -1.646 1.489 -2.797
H: -1.790 3.106 -3.464
H: -0.634 2.697 -2.342
H: 0.897 3.782 -3.606
H: 0.302 3.953 -5.180
H: 2.747 3.866 -5.277
H: 2.147 2.684 -6.236
H: 3.280 2.515 -3.400
H: 3.943 1.845 -4.718
H: 3.812 0.119 -2.726
H: 2.436 -1.015 -2.756
H: 2.244 0.510 -1.954
H: 1.919 -1.134 -5.384
H: 3.504 -0.342 -5.619
H: 2.145 0.319 -6.321
H: -1.373 0.966 -5.623
H: 0.100 1.609 -6.485
H: -1.237 2.631 -6.040
O: 0.198 2.466 0.137
C: -0.372 1.310 0.287
O: -1.096 1.142 1.251
O: -0.005 0.417 -0.520
H: -0.012 2.804 1.011
O: -2.210 3.727 2.279
C: -1.152 4.357 2.704
O: -0.038 3.906 2.405
O: -1.322 5.457 3.221
H: -1.602 2.984 2.277

Calculated values
Charge ... +2
Energy above the lowest of the compared OMol25 structures with the same formula, charge and spin ... 0.0 kcal per mole
Total energy ... -67008.506 eV
HOMO-LUMO gap ... 0.0757 Ha
M ... 747.03 g/mol
Strongest force on any atom ... 0.192 hartree/bohr
HOMO level ... -10.2 eV
LUMO level ... -8.185 eV

2.
Formula: C38H76Cl38
Source: the OMol25 dataset
Level of theory: the ωB97M-V functional and the def2-TZVPD basis

Geometry (Å):
Cl: 0.925 4.797 5.166
C: -0.055 4.757 6.642
C: 0.835 4.710 7.873
Cl: -0.278 4.753 9.299
H: -0.724 3.915 6.618
H: -0.694 5.658 6.703
H: 1.517 5.560 7.822
H: 1.404 3.778 7.881
Cl: -3.802 2.682 -3.860
C: -5.157 3.063 -2.740
C: -5.864 4.314 -3.181
Cl: -7.316 4.598 -2.136
H: -4.679 3.217 -1.767
H: -5.796 2.171 -2.647
H: -6.177 4.263 -4.228
H: -5.257 5.196 -3.094
Cl: 5.805 2.567 5.274
C: 4.174 2.029 4.986
C: 3.512 1.539 6.215
Cl: 1.767 1.076 5.947
H: 4.238 1.176 4.309
H: 3.595 2.785 4.471
H: 3.552 2.358 6.942
H: 4.077 0.651 6.596
Cl: 3.936 6.193 3.081
C: 4.635 5.339 1.671
C: 3.450 4.911 0.876
Cl: 2.472 3.554 1.602
H: 5.244 4.491 2.032
H: 5.230 5.982 1.070
H: 3.757 4.586 -0.112
H: 2.792 5.789 0.808
Cl: 2.313 3.433 -5.687
C: 3.709 2.951 -4.625
C: 3.535 3.752 -3.336
Cl: 4.921 3.384 -2.271
H: 4.584 3.200 -5.214
H: 3.619 1.861 -4.434
H: 2.659 3.422 -2.767
H: 3.479 4.843 -3.450
Cl: -3.006 -1.516 5.841
C: -2.017 -0.427 4.766
C: -1.976 1.029 5.257
Cl: -1.613 1.344 7.001
H: -2.473 -0.426 3.783
H: -1.059 -0.922 4.669
H: -2.956 1.405 4.991
H: -1.200 1.551 4.695
Cl: 2.415 -4.153 -2.552
C: 2.190 -2.383 -2.242
C: 3.278 -1.629 -2.910
Cl: 2.997 0.125 -2.506
H: 2.349 -2.290 -1.184
H: 1.176 -2.106 -2.536
H: 3.244 -1.732 -4.017
H: 4.297 -1.904 -2.615
Cl: 3.266 -0.116 -6.569
C: 1.461 0.074 -6.388
C: 0.893 0.552 -7.657
Cl: -0.879 0.886 -7.348
H: 1.236 0.758 -5.612
H: 1.187 -0.949 -6.176
H: 0.902 -0.140 -8.485
H: 1.285 1.506 -7.965
Cl: -2.262 -6.778 2.692
C: -3.603 -5.754 3.233
C: -3.186 -4.337 3.611
Cl: -2.731 -3.409 2.157
H: -4.025 -6.225 4.101
H: -4.386 -5.566 2.507
H: -2.368 -4.330 4.315
H: -4.057 -3.929 4.103
Cl: -3.535 -0.021 -1.196
C: -4.090 -1.069 0.140
C: -5.071 -0.328 1.026
Cl: -4.178 1.051 1.763
H: -3.236 -1.390 0.738
H: -4.585 -1.946 -0.282
H: -5.384 -0.945 1.868
H: -5.951 0.162 0.603
Cl: -0.834 -7.271 -1.480
C: -1.303 -5.668 -2.099
C: -1.515 -4.742 -0.916
Cl: -1.956 -3.109 -1.512
H: -2.239 -5.901 -2.624
H: -0.583 -5.294 -2.792
H: -0.542 -4.637 -0.388
H: -2.219 -5.240 -0.247
Cl: 0.683 2.846 -1.177
C: -0.613 3.085 -2.384
C: -0.511 2.173 -3.590
Cl: -0.775 0.451 -3.265
H: -0.484 4.107 -2.752
H: -1.561 3.010 -1.861
H: 0.443 2.306 -4.042
H: -1.241 2.539 -4.305
Cl: -2.498 4.548 4.011
C: -1.607 5.538 2.812
C: -1.138 4.616 1.670
Cl: -2.471 3.854 0.721
H: -0.752 5.858 3.411
H: -2.209 6.355 2.401
H: -0.472 3.852 2.057
H: -0.456 5.181 1.008
Cl: 3.461 -1.496 4.648
C: 1.833 -2.244 4.590
C: 1.795 -3.353 5.551
Cl: 0.044 -3.972 5.680
H: 1.624 -2.579 3.569
H: 1.132 -1.436 4.821
H: 2.135 -3.020 6.539
H: 2.401 -4.177 5.183
Cl: 6.637 1.154 1.175
C: 5.020 0.880 0.393
C: 4.216 -0.160 1.145
Cl: 4.878 -1.786 0.763
H: 5.160 0.598 -0.666
H: 4.494 1.811 0.498
H: 3.177 -0.131 0.813
H: 4.281 -0.027 2.218
Cl: -0.370 -2.819 -4.914
C: -0.903 -3.946 -6.248
C: -0.754 -3.342 -7.627
Cl: 0.996 -2.840 -7.835
H: -1.941 -4.242 -6.086
H: -0.289 -4.820 -6.192
H: -1.328 -2.422 -7.768
H: -1.058 -4.078 -8.372
Cl: 2.616 -7.443 0.004
C: 1.400 -7.106 1.289
C: 1.182 -5.633 1.568
Cl: 2.558 -4.822 2.450
H: 1.747 -7.500 2.237
H: 0.461 -7.591 1.021
H: 0.273 -5.511 2.206
H: 1.091 -5.112 0.625
Cl: -4.339 -2.172 -7.530
C: -4.026 -0.808 -6.383
C: -3.778 -1.287 -4.970
Cl: -5.369 -1.870 -4.376
H: -4.879 -0.147 -6.403
H: -3.157 -0.259 -6.753
H: -3.451 -0.466 -4.355
H: -3.052 -2.074 -4.906
Cl: 0.667 -2.272 0.964
C: 0.176 -0.753 0.110
C: -0.647 0.043 1.101
Cl: 0.281 0.780 2.447
H: -0.443 -1.038 -0.759
H: 1.097 -0.223 -0.215
H: -1.345 -0.665 1.514
H: -1.137 0.894 0.619

Calculated values
Energy above the lowest of the compared OMol25 structures with the same formula, charge and spin ... 0.0 kcal per mole
Total energy ... -516497.528 eV
HOMO-LUMO gap ... 0.3871 Ha
M ... 1880.24 g/mol
Strongest force on any atom ... 0.044 hartree/bohr
HOMO level ... -10.4 eV
LUMO level ... 0.090 eV